No. 1
Computed, not measured: a molecular structure, CH2BrCl in a non-equilibrium geometry, with the ωB97M-V functional and the def2-TZVPD basis.

Results
* LUMO energy (alpha / beta): 0.8 / -1.2 eV
* relative energy (zero: lowest compared OMol25 entry of this formula, charge and spin): 0.00 kJ/mol
* electronic energy: -83629.4429 eV
* E_HOMO (alpha / beta): -8.62 / -10.70 eV
* <S²>: 2.0046
* molar mass: 129.38 g/mol
* gap between HOMO and LUMO (alpha / beta): 0.34732 / 0.34789 Ha

```
! RIJCOSX wB97M-V def2-TZVPD def2/J DEFGRID3
* xyz 0 3
C 0.20 -0.10 -0.10
Cl 0.50 -1.56 -0.95
Br 0.42 1.32 -1.26
H 0.66 0.01 0.87
H -1.78 0.33 1.45
*
```

No. 2
Computed, not measured: a molecular structure, C26H28CrN5O in a non-equilibrium geometry, with the ωB97M-V functional and the def2-TZVPD basis.

Results
* LUMO energy (alpha / beta): -2.2 / -2.5 eV
* relative energy (zero: lowest compared OMol25 entry of this formula, charge and spin): 0.00 kJ/mol
* electronic energy: -65330.7687 eV
* E_HOMO (alpha / beta): -10.02 / -10.42 eV
* <S²>: 6.0116
* molar mass: 478.54 g/mol
* gap between HOMO and LUMO (alpha / beta): 0.28880 / 0.29252 Ha

```
! RIJCOSX wB97M-V def2-TZVPD def2/J DEFGRID3
* xyz 1 5
Cr -0.89 1.27 0.90
C 0.55 -1.46 -0.55
O -0.05 -0.54 0.28
H 1.52 -1.80 -0.17
H -0.10 -2.34 -0.68
H 0.71 -1.11 -1.59
N 1.07 2.42 1.03
C 1.33 3.54 1.70
C 2.47 4.30 1.49
C 3.44 3.86 0.59
C 3.18 2.67 -0.07
C 2.00 1.98 0.19
H 0.61 3.96 2.39
H 2.58 5.20 2.09
H 4.34 4.45 0.47
H 3.97 2.27 -0.70
H 1.75 1.12 -0.42
N -0.54 0.74 3.07
C -1.39 1.05 4.07
C -1.11 0.85 5.41
C 0.11 0.25 5.71
C 0.98 -0.11 4.70
C 0.61 0.15 3.40
H -2.28 1.57 3.76
H -1.82 1.21 6.15
H 0.36 0.07 6.75
H 1.91 -0.62 4.91
H 1.20 -0.25 2.58
N -2.94 0.43 0.79
C -3.99 1.06 0.25
C -5.29 0.58 0.26
C -5.53 -0.67 0.80
C -4.46 -1.38 1.33
C -3.21 -0.79 1.31
H -3.79 2.03 -0.18
H -6.14 1.13 -0.12
H -6.53 -1.09 0.74
H -4.56 -2.37 1.76
H -2.36 -1.34 1.70
N -0.93 2.00 -1.23
C -1.27 1.19 -2.25
C -1.44 1.64 -3.54
C -1.21 2.99 -3.78
C -0.95 3.84 -2.73
C -0.86 3.31 -1.46
H -1.38 0.14 -2.01
H -1.70 1.04 -4.40
H -1.38 3.41 -4.76
H -0.89 4.91 -2.88
H -0.59 3.98 -0.64
N 2.31 -4.66 -4.37
C 2.31 -4.37 -3.07
C 3.02 -5.11 -2.12
C 3.76 -6.21 -2.53
C 3.74 -6.51 -3.88
C 3.00 -5.73 -4.75
H 1.82 -3.46 -2.73
H 3.08 -4.73 -1.11
H 4.38 -6.73 -1.81
H 4.36 -7.33 -4.23
H 3.09 -5.91 -5.82
*
```

No. 3
Computed, not measured: 4 unconnected molecules or ions with the total composition C14H20BF2N3 in a non-equilibrium geometry, with the ωB97M-V functional and the def2-TZVPD basis.

Results
* structure (SMILES): C[C@H](F)BF.c1cc[nH]c1.c1cc[nH]c1.c1cc[nH]c1
* LUMO energy: -0.4 eV
* electronic energy: -25422.3274 eV
* E_HOMO: -8.17 eV
* molar mass: 279.14 g/mol
* gap between HOMO and LUMO: 0.28667 Ha

```
! RIJCOSX wB97M-V def2-TZVPD def2/J DEFGRID3
* xyz 0 1
C -2.98 -1.88 2.76
C -3.11 -0.28 3.17
F -3.98 0.43 2.18
B -1.60 0.45 3.04
F -1.02 1.34 4.11
H -3.48 -2.61 3.53
H -3.48 -1.99 1.68
H -1.84 -2.19 2.69
H -3.56 -0.17 4.25
H -1.05 0.24 2.00
C -2.20 -1.98 -1.66
C -1.12 -2.53 -2.40
C 0.04 -2.06 -1.83
N -0.30 -1.25 -0.78
C -1.66 -1.20 -0.67
H -3.26 -2.15 -1.84
H -1.19 -3.19 -3.26
H 1.08 -2.23 -2.09
H 0.36 -0.76 -0.18
H -2.13 -0.62 0.11
C -1.11 5.29 4.00
C -0.75 6.56 3.49
C 0.48 6.41 2.87
N 0.86 5.10 2.99
C -0.11 4.41 3.67
H -2.02 5.04 4.54
H -1.31 7.48 3.57
H 1.10 7.13 2.35
H 1.72 4.71 2.63
H 0.01 3.35 3.87
C 4.31 -3.86 -5.60
C 3.25 -2.99 -5.96
C 2.92 -2.27 -4.83
N 3.74 -2.68 -3.81
C 4.59 -3.65 -4.27
H 4.81 -4.57 -6.25
H 2.79 -2.89 -6.93
H 2.18 -1.50 -4.67
H 3.71 -2.33 -2.86
H 5.32 -4.11 -3.62
*
```

No. 4
Computed, not measured: C4H11N2O3P in the gas phase in a non-equilibrium geometry, with the ωB97M-V functional and the def2-TZVPD basis.

Results
* LUMO energy: 0.9 eV
* relative energy (zero: lowest compared OMol25 entry of this formula, charge and spin): 284.79 kJ/mol
* electronic energy: -22736.4955 eV
* E_HOMO: -8.53 eV
* molar mass: 166.12 g/mol
* gap between HOMO and LUMO: 0.34636 Ha

```
! RIJCOSX wB97M-V def2-TZVPD def2/J DEFGRID3
* xyz 0 1
C 0.81 3.18 0.89
C -2.09 -2.76 0.37
C 1.91 -1.47 0.28
C -0.06 2.38 -0.05
N -0.42 0.08 -0.56
N 0.12 1.11 0.12
O -1.01 -2.29 -1.97
O -0.73 -2.49 0.59
O 1.23 -2.00 -0.84
P -0.34 -1.87 -0.78
H 0.94 2.62 1.78
H 0.50 4.20 1.22
H 1.73 3.43 0.40
H -2.61 -1.84 0.40
H -2.43 -3.50 1.17
H -2.34 -3.27 -0.59
H 2.92 -1.03 -0.10
H 2.03 -2.27 1.11
H 1.35 -0.62 0.68
H -0.64 2.82 -1.02
H -1.00 0.35 -1.35
*
```

No. 5
Computed, not measured: CH3N2OP in the gas phase in a non-equilibrium geometry, with the ωB97M-V functional and the def2-TZVPD basis.

Results
* structure (SMILES): [O-]P1N2C[N@H+]21
* LUMO energy: 0.5 eV
* relative energy (zero: lowest compared OMol25 entry of this formula, charge and spin): 295.86 kJ/mol
* electronic energy: -15399.1827 eV
* E_HOMO: -8.96 eV
* molar mass: 90.02 g/mol
* gap between HOMO and LUMO: 0.34939 Ha

```
! RIJCOSX wB97M-V def2-TZVPD def2/J DEFGRID3
* xyz 0 1
O -1.02 0.68 1.77
P 0.35 0.35 1.76
N 0.44 -1.12 0.12
C -0.35 -0.27 -0.72
N 0.79 0.36 -0.08
H -1.43 -0.04 -0.52
H -0.38 -0.56 -1.70
H 1.61 0.61 -0.63
*
```

No. 6
Computed, not measured: 2 unconnected molecules or ions with the total composition C2H4O4 in a non-equilibrium geometry, with the ωB97M-V functional and the def2-TZVPD basis.

Results
* structure (SMILES): O=CO.O=CO
* LUMO energy: 0.0 eV
* relative energy (zero: lowest compared OMol25 entry of this formula, charge and spin): 92.69 kJ/mol
* electronic energy: -10328.4390 eV
* E_HOMO: -10.34 eV
* molar mass: 92.05 g/mol
* gap between HOMO and LUMO: 0.38107 Ha

```
! RIJCOSX wB97M-V def2-TZVPD def2/J DEFGRID3
* xyz 0 1
O -3.53 0.61 -1.22
C -2.34 0.65 -0.92
O -1.84 1.29 0.18
H -1.49 0.20 -1.46
H -0.85 1.17 0.26
O 0.61 0.01 0.68
C 1.58 -0.72 0.74
O 2.72 -0.45 0.05
H 1.84 -1.52 1.46
H 3.30 -1.24 0.22
*
```

No. 7
Computed, not measured: 2 unconnected molecules or ions with the total composition C3H10N2OP in a non-equilibrium geometry, with the ωB97M-V functional and the def2-TZVPD basis.

Results
* LUMO energy (alpha / beta): -4.9 / -5.3 eV
* relative energy (zero: lowest compared OMol25 entry of this formula, charge and spin): 666.48 kJ/mol
* electronic energy: -17577.9280 eV
* E_HOMO (alpha / beta): -12.98 / -12.58 eV
* molar mass: 121.10 g/mol
* gap between HOMO and LUMO (alpha / beta): 0.29512 / 0.26925 Ha

```
! RIJCOSX wB97M-V def2-TZVPD def2/J DEFGRID3
* xyz 1 1
C 0.00 0.35 0.77
C -1.00 1.51 1.01
C -0.37 -0.74 -0.13
N 0.98 0.47 1.58
N 0.35 -2.00 0.14
O -1.59 -0.82 -0.64
P 0.79 1.03 -2.28
H -0.89 2.13 0.12
H -1.92 1.15 1.13
H -0.72 2.13 1.85
H 1.60 -0.35 1.57
H 1.40 -1.72 0.10
H 0.05 -2.72 -0.62
H 0.00 -2.50 0.93
H -2.05 -0.09 -1.04
H 1.65 0.02 -2.38
H 1.73 2.15 -2.12
*
```

No. 8
Computed, not measured: 2 unconnected molecules or ions with the total composition C27H28F3N2O4S2 in a non-equilibrium geometry, with the ωB97M-V functional and the def2-TZVPD basis.

Results
* LUMO energy: 1.7 eV
* electronic energy: -69440.0294 eV
* E_HOMO: -2.71 eV
* molar mass: 565.66 g/mol
* gap between HOMO and LUMO: 0.16257 Ha

```
! RIJCOSX wB97M-V def2-TZVPD def2/J DEFGRID3
* xyz -1 1
C 1.47 2.43 -2.43
C 1.60 0.93 -2.23
C 1.08 0.19 -3.44
C 3.05 0.56 -2.01
O 0.89 0.47 -0.98
C -0.46 0.56 -0.92
C -1.01 0.64 0.51
N -2.44 0.74 0.49
C -3.28 -0.07 -0.24
C -4.42 0.68 -0.74
C -5.72 0.14 -0.87
C -6.79 0.98 -1.22
C -6.57 2.34 -1.47
C -5.28 2.88 -1.32
C -4.22 2.05 -0.98
C -3.06 -1.47 -0.47
C -3.76 -2.10 -1.56
C -3.65 -3.46 -1.83
C -2.83 -4.27 -1.04
C -2.11 -3.68 0.00
C -2.20 -2.31 0.26
O -1.18 0.69 -1.89
H 1.89 2.98 -1.58
H 2.03 2.74 -3.33
H 0.42 2.72 -2.59
H 1.18 -0.89 -3.28
H 0.04 0.46 -3.63
H 1.69 0.47 -4.31
H 3.15 -0.51 -1.83
H 3.63 0.81 -2.90
H 3.49 1.11 -1.17
H -0.40 1.44 0.94
H -5.88 -0.91 -0.64
H -7.79 0.56 -1.27
H -7.40 2.98 -1.75
H -5.09 3.94 -1.44
H -3.21 2.44 -0.86
H -4.41 -1.51 -2.20
H -4.22 -3.90 -2.65
H -2.73 -5.34 -1.25
H -1.46 -4.28 0.63
H -1.57 -1.96 1.09
C 2.77 1.14 1.86
N 3.15 0.25 2.95
S -1.75 -0.05 1.99
C -1.33 1.19 3.25
F -2.28 1.15 4.23
F -0.15 0.77 3.79
F -1.21 2.46 2.82
S 2.66 -1.37 2.77
C 4.45 -1.57 2.74
C 5.11 -2.01 1.62
C 6.27 -1.34 1.18
C 6.72 -0.18 1.83
C 6.02 0.36 2.89
C 4.84 -0.30 3.39
O 2.07 -1.83 4.00
O 2.08 -1.70 1.50
H 1.87 1.70 2.20
H 3.56 1.83 1.57
H 2.39 0.56 1.01
H 4.74 -2.90 1.10
H 6.82 -1.73 0.33
H 7.65 0.30 1.49
H 6.36 1.25 3.43
H 4.71 -0.22 4.48
*
```

Q: What is the formula in the third record?
A: C14H20BF2N3

Q: Look up the molar mass of the eighth one.
A: 565.66 g/mol